Molecular formula: C14H21ClN6O4ReS
Method: DFT, ωB97M-V/def2-TZVPD

As for the lowest unoccupied orbital energy (alpha / beta): -9.2 / -9.0 eV. As for the multiplicity: 2. As for the total charge: +2. As for the highest occupied orbital energy (alpha / beta): -0.5287 / -0.5287 hartree. The value obtained for the calculated total energy is -57453.8799 eV.

Structure (XYZ):
```
48
Properties=species:S:1:pos:R:3:forces:R:3
Re -0.746446 0.068877 0.106063 0.3298 -0.0012 0.2334
C 1.256668 0.262517 -3.738350 0.0081 -0.0061 0.0028
C 0.654212 0.489935 -2.405303 -0.0136 -0.0285 0.0014
N -0.047357 -0.391477 -1.763184 -0.1237 -0.0346 -0.1332
N -0.548964 -1.466750 -2.503551 0.0289 -0.0107 -0.0313
C -1.789325 -1.649120 -2.215830 -0.0077 -0.0031 0.0835
N -2.561679 -2.549297 -2.819651 -0.0447 0.0183 -0.0013
S -2.558125 -0.692369 -0.854337 -0.2355 -0.1010 -0.0618
C 0.560421 1.838778 -1.811309 0.0167 0.0786 -0.0262
C 1.161754 2.956440 -2.334203 0.0133 -0.0202 0.0041
C 0.749548 4.216953 -1.889019 -0.0088 0.0074 0.0115
C -0.267503 4.309880 -0.963823 0.0066 -0.0142 0.0031
C -0.807406 3.140686 -0.439188 -0.0050 0.0245 0.0467
N -0.392644 1.941008 -0.839604 0.0434 -0.0504 -0.0390
H 1.303665 -0.797108 -3.965943 0.0018 0.0025 -0.0005
H 0.662193 0.762799 -4.507855 -0.0029 0.0011 0.0007
H 2.258681 0.693450 -3.766065 -0.0022 0.0036 -0.0048
H -2.210949 -3.061550 -3.615705 0.0099 -0.0008 0.0060
H -3.539637 -2.630548 -2.596386 0.0016 -0.0024 -0.0037
H 1.919005 2.864831 -3.099563 -0.0031 -0.0069 -0.0015
H 1.210139 5.108983 -2.292021 -0.0010 0.0010 0.0003
H -0.642265 5.265026 -0.625164 0.0009 0.0006 0.0006
H -1.577213 3.166006 0.319879 -0.0103 0.0002 -0.0174
O 0.291298 2.924863 2.093694 -0.0047 0.0265 0.0760
Cl 0.235143 1.538033 2.290987 0.0909 0.1245 -0.0387
O 0.702378 1.102558 3.531811 -0.0036 -0.1400 -0.0014
O 0.952990 0.828238 1.143908 0.1198 0.0967 0.2071
O -1.162718 1.009867 2.025306 -0.2113 -0.0506 -0.3133
C 1.053507 -1.822626 1.914091 0.0082 0.0117 -0.0269
C 1.253527 -3.175121 2.644135 0.0152 -0.0027 -0.0053
N 0.107447 -4.040862 2.443428 -0.0056 0.0137 -0.0028
C -0.037350 -4.297312 1.025916 0.0129 -0.0072 -0.0030
C -0.282817 -2.974930 0.248625 -0.0026 -0.0263 -0.0020
N -0.278084 -1.800716 1.193524 -0.0300 0.0629 0.0648
C -1.355651 -2.045931 2.231628 0.0342 0.0446 0.0073
C -1.086668 -3.394353 2.957639 -0.0164 -0.0204 -0.0022
H 1.827205 -1.634813 1.172000 0.0126 0.0211 -0.0151
H 1.056659 -1.013526 2.631480 0.0175 0.0194 0.0048
H 1.387967 -3.002848 3.711091 -0.0017 0.0020 -0.0003
H 2.147471 -3.676201 2.275497 -0.0038 -0.0071 -0.0027
H -0.874517 -4.976526 0.867616 -0.0022 0.0011 0.0014
H 0.862477 -4.790348 0.660654 0.0029 0.0034 0.0046
H -1.256692 -3.005816 -0.229638 -0.0160 0.0119 -0.0092
H 0.475106 -2.798043 -0.513165 0.0001 -0.0077 0.0031
H -2.313972 -2.056768 1.716641 -0.0203 0.0103 -0.0253
H -1.346329 -1.202464 2.918563 -0.0068 -0.0499 0.0062
H -1.936670 -4.062344 2.823694 0.0031 -0.0032 0.0021
H -0.964663 -3.225980 4.026529 0.0054 0.0074 -0.0025
```
Forces are in eV/Å.

Molecular formula: C2H3BrO
Method: DFT, ωB97M-V/def2-TZVPD

As for the lowest unoccupied orbital energy: 0.1 eV. As for the total charge: 0. As for the highest occupied orbital energy: -0.3537 hartree. The value obtained for the calculated total energy is -74209.1560 eV. As for the energy above the lowest of the compared OMol25 structures with the same formula, charge and spin: 314.3 kJ/mol. Its SMILES is C=COBr.

Structure (XYZ):
```
7
Properties=species:S:1:pos:R:3:forces:R:3
C 0.581995 -0.724623 0.466528 0.8512 1.5854 -0.7780
C 0.253434 0.536444 0.197025 -3.3662 0.1064 -2.4122
O -0.819940 1.094707 -0.890539 2.4331 -1.6185 2.3644
Br -2.034200 -0.122942 -1.402237 -0.1554 -0.3136 -0.1834
H 1.470433 -0.728264 1.171333 -1.4185 -0.7726 -0.7494
H 0.209577 -1.538787 -0.201598 0.5629 0.5655 1.0315
H 0.338701 1.483464 0.659487 1.0931 0.4476 0.7270
```
Forces are in eV/Å.

Molecular formula: C6H24FIO11
Method: DFT, ωB97M-V/def2-TZVPD

As for the lowest unoccupied orbital energy: -0.4 eV. As for the total charge: 0. As for the highest occupied orbital energy: -0.3623 hartree. The value obtained for the calculated total energy is -39947.6430 eV. As for the energy above the lowest of the compared OMol25 structures with the same formula, charge and spin: 433.8 kJ/mol. Its SMILES is O=C1OC[C@](I)(CCCF)O1.O.O.O.O.O.O.O.O.

Structure (XYZ):
```
43
Properties=species:S:1:pos:R:3:forces:R:3
O 2.274987 0.001760 2.227771 0.3648 -3.8904 -8.4151
C 2.291545 -0.541155 1.007215 0.2805 1.0618 2.1474
O 2.690349 0.059784 -0.308711 -2.1111 -0.9971 3.6562
C 1.415530 -0.127541 -1.077163 0.8658 0.4767 -0.2652
C 0.817015 -1.530407 -0.457176 -0.1800 0.9559 1.5144
I 0.758928 -2.970924 -2.121085 -0.0205 0.6293 1.1245
C -0.529527 -1.506119 0.477023 -1.0432 -1.0570 -0.7084
C -1.919527 -1.142498 -0.311640 -0.5591 0.9194 1.3230
C -2.115548 0.507096 -0.400551 0.1341 -0.8975 -0.4809
F -3.226286 0.978948 0.494500 2.0827 -1.0826 -1.7963
O 1.862706 -1.904738 0.552489 -0.2712 3.8142 1.0125
H 1.751967 -0.274910 -2.210585 -1.0344 0.6405 2.6466
H 0.867208 0.890535 -0.839111 0.5318 -2.6900 -0.9419
H -0.650589 -2.605694 0.918237 0.4544 2.4367 -1.0040
H -0.460891 -0.794582 1.409850 0.3217 -1.2688 -2.0639
H -2.035451 -1.625988 -1.370818 0.4020 0.9072 2.0808
H -2.810464 -1.519886 0.383240 1.9032 0.6897 -1.6207
H -1.148310 1.060617 -0.026000 -2.1490 -0.9835 -0.8500
H -2.365960 0.726612 -1.537926 0.3243 0.1679 2.7420
O -1.955826 -1.633208 3.076782 -0.5009 -0.0019 0.1796
H -2.555626 -0.934177 2.775751 0.2859 -0.0834 0.0565
H -1.267406 -1.156754 3.564694 -0.1618 0.0707 -0.1497
O -0.067184 1.907966 -2.528804 -0.1623 0.0892 -0.3551
H 0.082268 2.843802 -2.326570 -0.1186 -0.0227 -0.2680
H -0.393943 1.915002 -3.441036 0.1453 0.0565 0.3534
O -0.515747 0.664400 3.505345 0.1204 0.7322 -0.0617
H -1.051105 1.446746 3.706218 0.0948 -0.2918 -0.0141
H 0.287994 1.027625 3.104027 -0.0088 -0.2741 0.1308
O -3.737687 -3.788479 3.972220 0.0606 -0.0222 0.3228
H -3.118961 -4.090033 4.654324 -0.2393 0.1378 -0.3165
H -3.422211 -2.900575 3.746189 0.2506 -0.2498 0.0108
O -0.782405 -3.221558 -5.127357 -0.1814 -0.3977 -0.2432
H -0.876348 -3.347195 -6.083606 0.0695 0.0765 0.3038
H -1.154308 -4.031632 -4.747280 0.0766 0.2828 -0.0913
O 4.676584 1.798517 -1.931428 -0.2444 0.2540 0.2314
H 4.727844 2.659181 -1.489103 0.0155 -0.3310 -0.1500
H 3.982510 1.327210 -1.446536 0.2578 0.0697 -0.0091
O 3.842482 2.581785 2.907787 0.0409 -0.1847 0.4870
H 3.534002 1.664615 2.959393 -0.0011 0.1625 -0.2025
H 4.210454 2.754725 3.787376 -0.0980 0.0035 -0.3546
O -0.382641 4.736112 -2.925401 -0.3616 0.3240 -0.2864
H -1.306083 4.955711 -2.730329 0.2886 -0.0871 0.0267
H -0.224337 5.139302 -3.792215 0.0747 -0.1452 0.2985
```
Forces are in eV/Å.

Molecular formula: C24H21N6O2S5W
Method: DFT, ωB97M-V/def2-TZVPD

As for the lowest unoccupied orbital energy (alpha / beta): -4.4 / -4.2 eV. As for the multiplicity: 3. As for the total charge: +1. As for the highest occupied orbital energy (alpha / beta): -0.3556 / -0.4016 hartree. The value obtained for the calculated total energy is -94259.5673 eV. As for the energy above the lowest of the compared OMol25 structures with the same formula, charge and spin: 411.3 kJ/mol.

Structure (XYZ):
```
59
Properties=species:S:1:pos:R:3:forces:R:3
W 0.136893 -0.025810 0.788266 0.5066 0.3658 0.6404
C 2.638837 4.230947 1.430228 0.1208 -0.1251 -0.0803
C 3.750750 3.340196 0.888366 -0.0997 0.2784 0.4107
N 3.253668 2.361690 -0.061509 -0.1529 -0.0623 -0.0375
C 2.588717 1.271208 0.290915 0.0390 -0.8715 -1.2081
S 2.007604 0.187418 -0.979306 -0.4575 0.0644 0.5147
N 2.316789 0.976652 1.550644 0.6599 0.6123 1.2647
N 1.814956 -0.303488 1.699919 1.3730 -0.8159 -0.7768
C 2.552339 -1.435249 1.789712 -0.4648 0.5674 0.1859
C 3.924051 -1.476751 2.367341 -0.2305 0.1690 -0.1032
C 1.840045 -2.522440 1.250683 0.1317 -0.3880 0.2213
C 2.122630 -3.876005 1.219525 0.1017 1.0412 0.0227
C 1.229325 -4.765425 0.570811 -0.6028 -0.2536 -0.2645
C 0.239203 -4.317109 -0.234060 0.2686 0.2373 0.1567
C 0.153276 -2.845622 -0.495598 -0.1864 0.1057 -0.7494
N 0.581005 -2.090994 0.705271 -0.0436 -0.8877 0.6016
H 3.060045 4.941910 2.135577 -0.0279 0.0901 0.0937
H 1.894616 3.622947 1.943535 -0.0341 0.0250 0.0439
H 2.160111 4.784216 0.624953 -0.0721 0.0550 -0.0598
H 4.215703 2.799548 1.713968 0.1009 0.0401 -0.0775
H 4.507049 3.937252 0.378613 0.0266 -0.1154 0.0442
H 3.314708 2.568361 -1.049813 -0.1054 -0.1350 0.2041
H 4.102205 -0.560383 2.925774 0.1036 -0.0414 0.0136
H 4.670546 -1.570414 1.577076 0.0084 0.0459 -0.0365
H 4.030792 -2.335642 3.026789 -0.0056 -0.0130 0.0711
H 3.007066 -4.245906 1.706806 0.1801 -0.0411 0.0564
H 1.353213 -5.824859 0.728151 0.0495 -0.1297 -0.0574
H -0.394132 -4.984298 -0.786030 -0.0434 -0.1825 -0.0137
H 0.904394 -2.585734 -1.275085 -0.1901 -0.0122 0.2368
S -0.441837 1.492678 2.755673 0.0005 -0.3934 -0.4894
C -0.770400 2.401848 1.349209 0.1185 0.6290 -0.0287
N -0.252320 1.945039 0.200584 -0.4845 0.7620 1.0324
C -0.652301 2.709840 -0.882464 -0.0973 0.5139 -0.6600
C -0.334765 2.486761 -2.220076 -0.0237 -0.0196 0.1830
C -0.888425 3.320764 -3.169073 0.0580 -0.0352 0.0648
C -1.721690 4.375026 -2.807327 -0.0582 0.0831 -0.0157
C -2.018746 4.625678 -1.481933 0.0162 0.0318 -0.0412
C -1.479119 3.787674 -0.524131 0.3088 -0.4253 0.0833
S -1.743452 3.817491 1.206842 0.2990 -0.4034 -0.2299
H 0.304605 1.660914 -2.498506 -0.0616 0.0173 0.0141
H -0.682856 3.141216 -4.211420 0.0485 0.0034 -0.1453
H -2.146699 4.999674 -3.576404 -0.0542 0.0973 -0.0592
H -2.665872 5.436251 -1.192701 -0.1070 0.1554 -0.0229
O -2.307006 0.304578 0.878220 -0.7757 -0.2117 -0.1717
S -2.498964 -0.121998 -0.515885 -0.0865 0.3540 0.0928
O -2.809601 0.940736 -1.411479 -0.5152 -0.4787 -0.3056
N -1.005200 -0.807473 -0.781942 -0.6519 -0.0697 -0.2298
C -1.147361 -2.174668 -0.840841 0.6891 -0.8673 -0.2744
S -0.669752 -1.958938 1.949554 0.3117 0.2412 -0.0490
C -2.480628 -2.654283 -0.848818 -0.5074 -0.1319 -0.0063
C -2.978048 -3.964790 -0.975335 0.1557 0.2767 0.0927
C -4.339154 -4.174258 -0.958191 -0.0205 0.0110 -0.0959
C -5.243101 -3.120954 -0.845405 0.0783 0.1786 0.0490
C -4.782801 -1.816312 -0.708213 -0.2889 0.0423 -0.0163
C -3.427780 -1.612095 -0.705595 1.0208 0.0777 -0.0797
H -2.318600 -4.807404 -1.083644 0.0466 -0.0501 -0.0479
H -4.706066 -5.183485 -1.058170 -0.0943 -0.0938 -0.0035
H -6.301066 -3.315876 -0.867329 -0.1664 -0.0131 0.0350
H -5.467400 -0.989854 -0.606722 -0.1121 0.0955 0.0073
```
Forces are in eV/Å.

Molecular formula: CH3O2S
Method: DFT, ωB97M-V/def2-TZVPD

As for the lowest unoccupied orbital energy: 4.1 eV. As for the total charge: -1. As for the highest occupied orbital energy: -0.1216 hartree. The value obtained for the calculated total energy is -16013.9681 eV. As for the energy above the lowest of the compared OMol25 structures with the same formula, charge and spin: 367.8 kJ/mol. Its SMILES is C=[S@@H](=O)[O-].

Structure (XYZ):
```
7
Properties=species:S:1:pos:R:3:forces:R:3
C -0.684245 0.038624 -0.810462 -2.8496 1.0719 0.1169
S 0.572168 0.093758 0.227603 1.5517 1.4240 -0.0462
O 1.255712 -1.158264 0.058885 0.9584 -1.4900 0.7997
O 1.479881 1.274148 -0.033616 -2.2048 -1.4694 1.8842
H -1.503428 0.793230 -0.572809 1.1461 -0.4834 -0.4067
H -1.131497 -0.948001 -0.659307 0.0812 -0.0446 -0.1485
H 0.011408 -0.093497 1.789705 1.3171 0.9915 -2.1994
```
Forces are in eV/Å.

Molecular formula: C6H12O
Method: DFT, ωB97M-V/def2-TZVPD

As for the lowest unoccupied orbital energy: 1.0 eV. As for the total charge: 0. As for the highest occupied orbital energy: -0.3426 hartree. The value obtained for the calculated total energy is -8461.7533 eV. As for the energy above the lowest of the compared OMol25 structures with the same formula, charge and spin: 250.9 kJ/mol. Its SMILES is CC[C@H]1C=C1C.O.

Structure (XYZ):
```
19
Properties=species:S:1:pos:R:3:forces:R:3
C 2.217495 -0.157595 0.945438 0.0407 0.0246 0.0563
C 1.634825 -0.553038 -0.411599 0.0065 -0.0180 -0.0294
C 0.364505 0.213030 -0.739992 0.1188 0.0004 0.0174
C -0.714029 -0.396641 -1.591068 -0.1045 -0.2402 0.3366
C -0.971973 -0.338382 -0.320242 0.1847 -0.2313 -0.2846
C -1.766378 -0.736769 0.860156 -0.0186 -0.0612 0.0520
H 3.148756 -0.694779 1.155713 -0.1322 0.0939 -0.0274
H 1.512433 -0.376517 1.757670 0.1051 0.0404 -0.1551
H 2.435274 0.917033 0.977315 -0.0215 -0.1612 0.0055
H 1.409110 -1.629053 -0.424476 0.0428 0.1859 -0.0132
H 2.374170 -0.375228 -1.204076 -0.0377 -0.0427 0.1288
H 0.521887 1.303085 -0.773943 -0.0910 -0.2259 0.0043
H -0.964314 -0.836405 -2.542754 0.0137 0.1891 -0.0219
H -2.687308 -1.256607 0.571007 0.2056 0.1202 0.0582
H -2.022618 0.142856 1.459862 0.0431 -0.1856 -0.0935
H -1.154351 -1.413273 1.473085 -0.1794 0.1383 -0.0580
O -2.137588 2.213700 -0.197197 0.0574 0.3652 0.0411
H -1.964582 1.588207 -0.909638 -0.0892 -0.0383 -0.0340
H -1.252762 2.480921 0.078617 -0.1445 0.0465 0.0170
```
Forces are in eV/Å.

What is the calculated total energy in the second record? -74209.1560 eV